Entry 1:
The following is a quantum chemistry calculation of a 3-piece molecular cluster, C4H7NO2 overall at a distorted geometry, from OMol25.

```
14
Properties=species:S:1:pos:R:3
C -1.22374 -1.21871 0.18734
C -0.97431 -1.14425 -1.29127
C 0.48115 2.14907 0.07093
N 0.67165 1.50385 1.14777
C 2.63004 -0.66848 0.79190
O 2.05143 -1.48133 0.24741
O -0.34835 -0.27252 -1.85110
H -0.66554 -0.44487 0.72435
H -0.94339 -2.21345 0.55346
H -2.30005 -1.10461 0.37147
H -1.42586 -1.96360 -1.89101
H -0.10616 1.67890 -0.71892
H 0.89104 3.14554 -0.13401
H 1.26209 2.03447 1.79168
```

Computed properties:
Maximum force   0.02706 hartree/bohr
Energy above the lowest of the compared OMol25 structures with the same formula, charge and spin   2.282 eV
Net charge   0

Results of the Mulliken charge analysis, in e, for atoms 1 through 5: atom 1 (C): -0.89, atom 2 (C): 0.19, atom 3 (C): -0.17, atom 4 (N): -0.45, atom 5 (C): 0.10

Entry 2:
The following is a quantum chemistry calculation of C5H10O in the gas phase at a distorted geometry, from OMol25.

```
16
Properties=species:S:1:pos:R:3
O -1.53012 0.04129 -0.71815
C -0.79750 0.24411 0.40598
C -0.12165 -0.97342 0.73278
C 0.94350 -0.99108 -0.33809
C 1.36506 0.43550 -0.32726
C 0.25661 1.22704 0.26091
H -2.23918 -0.57614 -0.59850
H -1.37608 0.73405 1.11479
H 0.40325 -0.65695 1.64834
H -0.66205 -1.86602 0.91989
H 0.41075 -1.18424 -1.32081
H 1.79323 -1.67526 -0.18570
H 1.43499 0.76986 -1.39379
H 2.28308 0.77029 0.15550
H 0.40478 1.66291 1.27063
H -0.08782 2.03834 -0.27107
```

Computed properties:
Maximum force   0.07736 hartree/bohr
Energy above the lowest of the compared OMol25 structures with the same formula, charge and spin   1.510 eV
Net charge   0

Results of the Mulliken charge analysis, in e, for atoms 1 through 5: atom 1 (O): -0.58, atom 2 (C): 0.00, atom 3 (C): -0.78, atom 4 (C): -0.48, atom 5 (C): -0.61

Entry 3:
The following is a quantum chemistry calculation of a 2-piece molecular cluster, C4H10NS overall, from OMol25.

```
16
Properties=species:S:1:pos:R:3
C -1.42689 0.24265 2.11996
C -1.76168 -1.00253 1.76610
N -1.62012 -1.56047 0.52711
H -0.97677 0.91730 1.40269
H -1.61341 0.60306 3.12333
H -2.21789 -1.65172 2.51343
H -1.06497 -1.06692 -0.19473
H -1.70006 -2.55663 0.45499
C 2.49722 1.51023 -0.81402
C 1.67088 0.25565 -0.56013
S 0.17311 0.18049 -1.59866
H 1.91148 2.39778 -0.57811
H 2.77473 1.56464 -1.86722
H 3.41246 1.54174 -0.20705
H 1.37996 0.21934 0.49629
H 2.29182 -0.62698 -0.73819
```

Computed properties:
Maximum force   0.00486 hartree/bohr
Energy above the lowest of the compared OMol25 structures with the same formula, charge and spin   0.112 eV
Net charge   -1

Results of the Mulliken charge analysis, in e, for atoms 1 through 5: atom 1 (C): -0.79, atom 2 (C): 0.05, atom 3 (N): -0.27, atom 4 (H): 0.25, atom 5 (H): 0.24

Entry 4:
The following is a quantum chemistry calculation of a 2-piece molecular cluster, CClIOS overall at a distorted geometry, from OMol25.

```
5
Properties=species:S:1:pos:R:3
C 0.71383 -0.71590 1.50800
O 0.49521 -1.55637 2.22243
S -0.20978 1.61464 -0.85979
Cl -2.20664 1.14610 -1.00537
I 1.20738 -0.48847 -1.86526
```

Computed properties:
Maximum force   0.04718 hartree/bohr
Energy above the lowest of the compared OMol25 structures with the same formula, charge and spin   0.581 eV
Net charge   0

In the Mulliken picture, each atom carries the following charge in e: atom 1 (C): 0.17, atom 2 (O): -0.16, atom 3 (S): -0.02, atom 4 (Cl): -0.07, atom 5 (I): 0.08

Entry 5:
The following is a quantum chemistry calculation of C28H21Br4IN6NaO4P as an isolated structure, from OMol25.

```
66
Properties=species:S:1:pos:R:3
Na -1.94358 0.77715 -0.65493
Br -4.93588 5.95142 3.49790
C -3.70524 4.72445 2.72805
C -2.40379 4.66493 3.17845
Br -1.80558 5.80430 4.57633
C -1.52856 3.72401 2.60706
Br 0.30311 3.64493 3.13056
C -1.90558 2.80163 1.61693
O -1.08512 1.96462 1.10294
C -3.29715 2.84805 1.14256
O -3.68050 2.04355 0.21966
C -4.11509 3.83099 1.71542
Br -5.86911 4.00059 0.96758
N 0.18389 -0.25048 -4.73334
C 0.44519 0.76456 -4.22412
H -0.44250 -1.09447 -4.76869
I 2.71472 -5.57904 0.78049
C 1.37144 -4.45430 -0.38412
C 0.51022 -3.56833 0.24420
C -0.33062 -2.78972 -0.53777
C -0.32804 -2.90779 -1.92294
C 0.52266 -3.82634 -2.52192
C 1.39123 -4.59766 -1.76059
C -1.15980 -1.96230 -2.78465
O -1.39229 -2.31911 -3.97136
O -1.41580 -0.85942 -2.27409
H 0.50773 -3.46647 1.32126
H -0.99525 -2.07043 -0.07860
H 0.50540 -3.91848 -3.60023
H 2.07772 -5.28674 -2.23391
C 1.67034 2.34143 -0.63419
P 1.40221 0.57693 -0.22200
C 2.82778 -0.24853 -1.02275
C 3.43006 0.25680 -2.17393
C 4.41522 -0.46604 -2.83510
C 4.81330 -1.70698 -2.36082
C 4.21466 -2.22558 -1.21868
C 3.23227 -1.50374 -0.56153
C 1.92387 0.52294 1.53551
C 3.15393 1.01145 1.97202
C 3.49592 0.96617 3.31433
C 2.60897 0.42186 4.23606
C 1.38292 -0.06435 3.81169
C 1.03991 -0.00821 2.46679
H 1.26201 2.53353 -1.62747
H 2.71784 2.64939 -0.59985
H 1.08499 2.90442 0.09471
H 3.11111 1.21108 -2.57298
H 4.86481 -0.05871 -3.73320
H 5.57730 -2.27210 -2.88151
H 4.50213 -3.20123 -0.84357
H 2.76319 -1.92285 0.32238
H 3.84805 1.43045 1.25157
H 4.45038 1.35881 3.64525
H 2.86991 0.39328 5.28741
H 0.67728 -0.46202 4.53053
H 0.05956 -0.32827 2.13656
N -6.20028 0.70257 0.53404
N -5.39317 -0.21177 -0.13326
N -5.32369 -0.26379 -1.43947
C -4.38763 -1.19361 -1.60665
N -3.93571 -1.67402 -0.43982
N -4.60510 -1.02895 0.49651
H -6.03969 1.58425 0.04298
H -5.71604 0.86101 1.41619
H -3.99241 -1.47973 -2.56585
```

Computed properties:
Maximum force   0.01157 hartree/bohr
Energy above the lowest of the compared OMol25 structures with the same formula, charge and spin   0.000 eV
Net charge   -2

Results of the Mulliken charge analysis, in e, for atoms 1 through 5: atom 1 (Na): 0.84, atom 2 (Br): -0.24, atom 3 (C): 0.03, atom 4 (C): -0.07, atom 5 (Br): -0.26

Entry 6:
The following is a quantum chemistry calculation of a 2-piece molecular cluster, C4H9N3 overall at a distorted geometry, from OMol25.

```
16
Properties=species:S:1:pos:R:3
C -1.49234 -0.65073 0.21912
C 1.32860 -1.26437 -0.02183
C 0.94005 -0.04167 0.85467
C -0.46657 0.28572 0.33754
N -2.38157 -1.29191 0.03422
N -0.97441 1.45283 0.88632
N -0.43764 0.66136 -1.65568
H 1.63211 -0.91973 -0.94389
H 0.43863 -1.83595 -0.12100
H 2.12825 -1.69100 0.59194
H 1.65738 0.67708 0.59946
H 0.88466 -0.19657 1.87497
H -0.20991 2.05394 1.16037
H -1.69548 2.01230 0.40045
H -1.27874 0.90702 -2.13193
H -0.07301 -0.15834 -2.08472
```

Computed properties:
Maximum force   0.10497 hartree/bohr
Energy above the lowest of the compared OMol25 structures with the same formula, charge and spin   3.370 eV
Net charge   0

Results of the Mulliken charge analysis, in e, for atoms 1 through 5: atom 1 (C): 0.26, atom 2 (C): -1.29, atom 3 (C): -0.65, atom 4 (C): 0.39, atom 5 (N): -0.44

no.,E (Ha),LUMO level (eV)
1,-361.7970,1.14
2,-271.6971,0.91
3,-611.3617,4.00
4,-1269.3834,-2.53
5,-12806.6178,3.26
6,-321.9665,0.69